Entry from OMol25: a cluster of 16 separate species, C16H64N16O16 in total at a distorted geometry (ωB97M-V/def2-TZVPD).

Element x y z (Å)
C  5.77  -6.33  -7.18
H  5.44  -6.05  -8.17
H  7.29  -1.05  -5.96
H  3.04  -4.59  -5.78
H  4.29  -11.82  -10.34
H  4.89  -6.81  -11.44
H  10.13  -7.72  -7.79
O  8.05  -7.71  -10.24
H  7.87  -5.64  -9.72
C  4.10  -6.13  -11.11
H  3.85  -6.61  -10.16
H  7.91  -5.40  -3.75
H  8.29  -8.61  -7.18
N  12.21  -5.69  -6.60
H  6.82  -6.05  -7.07
C  7.96  -6.34  -10.55
H  7.11  -10.10  -3.62
H  3.57  -11.89  -8.71
H  1.08  -4.68  -3.59
H  8.91  -6.06  -11.01
H  1.10  -7.26  -6.90
N  3.98  -11.97  -4.66
C  6.97  -8.20  -3.45
H  8.80  -2.81  -7.45
H  5.46  -4.55  -6.57
H  9.47  -1.45  -8.79
O  2.01  -1.84  -4.64
H  5.14  -4.52  -11.55
H  1.63  -4.26  -1.93
H  8.63  -3.21  -3.75
H  7.98  -4.74  -5.32
H  5.63  -7.37  -6.85
N  10.75  -6.93  -7.75
H  10.46  -2.17  -10.09
N  2.44  -3.79  -5.60
H  12.26  -5.03  -7.37
H  2.75  -3.63  -9.73
N  2.57  -2.77  -9.23
H  3.01  -12.98  -1.88
N  9.66  -3.33  -7.41
O  5.13  -12.86  -3.06
C  11.48  -6.79  -6.72
H  8.65  -7.43  -2.84
N  2.94  -12.53  -2.79
C  4.06  -12.46  -3.44
H  5.56  -2.49  -9.27
N  9.98  -2.22  -9.21
N  6.48  -9.31  -3.73
H  4.82  -12.01  -5.22
O  1.12  -6.15  -2.24
O  1.56  -8.71  -4.95
H  3.58  -6.28  -1.49
H  2.01  -12.23  -3.03
C  6.35  -2.09  -7.49
H  12.92  -5.65  -5.88
H  3.67  -6.46  -5.17
O  2.75  -0.63  -9.71
H  5.61  -12.96  -8.27
N  1.95  -7.08  -6.38
H  2.62  -6.44  -6.78
H  10.64  -6.09  -8.31
H  7.16  -9.72  -6.33
C  8.61  -4.96  -4.46
H  9.37  -5.71  -4.68
H  1.44  -3.81  -5.76
C  2.26  -7.81  -5.36
H  3.66  -5.37  0.04
H  3.71  -7.57  -3.82
O  11.33  -3.97  -8.66
H  2.56  -3.14  -11.55
H  3.08  -11.76  -5.06
H  4.59  -3.47  -5.14
N  8.18  -8.27  -3.13
O  9.26  -3.86  -4.07
N  3.29  -7.26  -4.68
N  5.85  -1.73  -8.67
O  4.43  -4.74  -10.94
H  5.53  -5.15  -2.00
O  4.89  -4.61  -1.52
O  6.28  -7.19  -3.42
O  5.06  -5.39  -6.33
H  4.99  -10.96  -8.93
H  5.55  -9.30  -4.11
H  6.59  -0.14  -7.20
C  8.01  -9.65  -7.01
C  2.80  -2.77  -4.87
H  7.21  -6.11  -11.31
H  9.99  -3.84  -6.61
H  0.51  -6.41  -1.54
H  4.71  -2.12  -4.09
O  7.70  -10.14  -8.27
H  4.93  -6.38  -0.40
H  5.97  -0.82  -9.08
H  8.78  -10.15  -6.43
C  10.41  -3.25  -8.46
H  3.24  -6.31  -11.76
H  -0.09  -4.55  -2.24
C  4.50  -11.88  -9.27
H  8.70  -9.14  -3.17
N  2.77  -2.18  -11.32
C  4.22  -5.68  -0.85
N  4.12  -2.72  -4.66
C  0.93  -4.84  -2.52
C  2.69  -1.78  -10.06
O  5.23  -13.08  -9.14
N  6.77  -1.06  -6.83
H  2.55  -2.64  -8.23
H  7.58  -9.44  -8.91
O  11.44  -7.54  -5.76
O  6.31  -3.21  -7.07
H  8.19  -8.13  -11.09
H  3.01  -1.53  -12.06

As for the highest occupied orbital energy: -9.3 eV. Its gap between HOMO and LUMO is 8.950 eV. The LUMO energy is -0.387 eV. The net charge is 0. As for the multiplicity: 1.

Atomic partial charges in e from the Mulliken method, atoms 1 to 8:
1 C -0.5088
2 H 0.1972
3 H 0.2353
4 H -0.1155
5 H 0.2698
6 H 0.2805
7 H 0.1032
8 O -0.4044